Below is 4 unconnected molecules or ions with the total composition C28H33Br3FN3O7Si, with properties calculated with the ωB97M-V functional and the def2-TZVPD basis.

Its SMILES is CCCCO[Si@](Br)(C[C@H](C)F)/C(Br)=C(/C)Br.O=[N+]([O-])c1ccccc1.O=[N+]([O-])c1ccccc1.O=[N+]([O-])c1ccccc1. As for the gap between HOMO and LUMO: 8.7926 eV.

```
! wB97M-V def2-TZVPD RIJCOSX def2/J DEFGRID3
* xyz 0 1
C 2.90529 0.01636 0.89514
C 2.24619 1.35628 0.56362
C 1.35921 1.94096 1.66412
C 0.43904 0.95276 2.34602
O -0.45422 0.26773 1.45779
Si -1.71962 1.04547 0.77969
Br -1.03406 2.03761 -1.13062
C -2.46847 2.38267 1.85577
C -3.92404 2.74974 1.60292
C -4.38274 2.80502 0.15783
F -4.10546 4.03871 2.15235
C -2.90736 -0.33393 0.27123
Br -2.94876 -0.84614 -1.56921
C -3.66051 -1.06303 1.11627
C -4.61549 -2.17569 0.80005
Br -3.46131 -0.79508 2.99909
H 3.87925 -0.08601 0.42511
H 3.06286 -0.11992 1.96448
H 2.27330 -0.80342 0.55995
H 3.03097 2.08766 0.36624
H 1.69793 1.26743 -0.37152
H 1.99985 2.35663 2.44466
H 0.81265 2.78423 1.24495
H 1.03318 0.17393 2.81647
H -0.09587 1.45883 3.15199
H -1.86018 3.28085 1.76002
H -2.37816 2.03774 2.88535
H -4.59031 2.10341 2.16724
H -4.73678 1.82641 -0.15662
H -5.23874 3.47567 0.10798
H -3.62014 3.17598 -0.51698
H -4.10146 -3.13323 0.80799
H -5.09413 -2.01211 -0.15870
H -5.39655 -2.20373 1.55579
C 0.89105 -4.31323 -3.26273
C -0.17832 -3.56256 -2.79342
C -1.46378 -4.07387 -2.85513
C -1.65586 -5.33487 -3.38563
C -0.60653 -6.09633 -3.86454
C 0.67575 -5.57563 -3.80080
N -3.01910 -5.88633 -3.43293
O -3.92280 -5.19023 -3.02142
O -3.15980 -7.00411 -3.87971
H 1.89505 -3.91479 -3.20410
H -0.01236 -2.58098 -2.37084
H -2.29597 -3.49559 -2.48552
H -0.78350 -7.07812 -4.27660
H 1.50903 -6.15859 -4.16752
C -2.94586 7.58051 -0.72811
C -1.94292 8.53364 -0.60581
C -0.66581 8.15471 -0.22700
C -0.41800 6.81809 0.02208
C -1.40064 5.85488 -0.09472
C -2.67551 6.24342 -0.47086
N 0.93629 6.40370 0.42127
O 1.77937 7.26580 0.53447
O 1.12723 5.22242 0.62254
H -3.94179 7.88136 -1.02459
H -2.15566 9.57456 -0.80512
H 0.12021 8.88749 -0.12588
H -1.17886 4.81681 0.10186
H -3.45737 5.50347 -0.56085
C 7.25711 -4.80935 1.42649
C 6.17380 -5.20488 2.19959
C 4.88757 -4.85166 1.82618
C 4.71138 -4.10555 0.67655
C 5.77554 -3.69904 -0.10567
C 7.05790 -4.05594 0.27745
N 3.34655 -3.73424 0.27098
O 2.43348 -4.07512 0.98988
O 3.21815 -3.09868 -0.75309
H 8.25983 -5.08933 1.72032
H 6.33017 -5.79009 3.09483
H 4.03827 -5.15218 2.42066
H 5.60906 -3.11334 -0.99690
H 7.90224 -3.74602 -0.32209
*
```

---

Below is a molecular structure, C28H33BrN7O4PPb, with properties calculated with the ωB97M-V functional and the def2-TZVPD basis.

As for the gap between HOMO and LUMO (spin up / spin down): 4.2659 / 4.2621 eV.

```
! wB97M-V def2-TZVPD RIJCOSX def2/J DEFGRID3
* xyz 2 1
Pb -0.78920 0.31248 -0.19723
Br -3.86965 0.59960 -7.17077
C -2.71067 0.73855 -5.74355
C -1.53186 -0.10620 -5.59620
C -0.71825 0.16315 -4.58429
C -0.98975 1.15809 -3.53728
O -0.14193 1.47066 -2.72589
C -2.30603 1.89053 -3.65540
C -2.85287 2.74696 -2.69595
N -2.25509 2.91682 -1.55510
C -2.65366 3.68424 -0.48825
C -3.91686 4.28539 -0.33846
C -4.20849 5.00004 0.83776
C -3.22339 5.25698 1.77929
C -1.92321 4.74102 1.61825
C -0.88252 5.04157 2.54624
C 0.34757 4.47854 2.41719
C 0.47701 3.53525 1.35747
N -0.42899 3.25558 0.44646
C -1.64422 3.86386 0.55994
C -3.04093 1.67723 -4.84142
H -1.35602 -0.83489 -6.38390
H 0.20690 -0.38084 -4.40422
H -3.75498 3.28321 -2.93877
H -4.70512 4.16342 -1.07925
H -5.18951 5.43109 0.90872
H -3.44066 5.83678 2.66828
H -1.07018 5.70902 3.36869
H 1.20670 4.69676 3.07043
H 1.41425 2.95988 1.23906
H -3.88390 2.33029 -4.91441
O 1.39212 0.44874 0.43107
N 1.58106 0.48179 1.69937
N 0.58247 0.51416 2.43889
O -0.65157 0.58164 1.98888
C 0.74159 0.43418 3.85320
C -0.23418 0.94003 4.70145
C 0.00510 0.89742 6.07896
C 1.20438 0.37288 6.56392
C 2.09010 -0.25705 5.72082
C 1.88912 -0.22311 4.31265
H -1.15821 1.36721 4.24259
H -0.71622 1.36760 6.74052
H 1.38457 0.38809 7.61322
H 2.93679 -0.78369 6.08730
H 2.59482 -0.68786 3.63486
C 1.06014 -3.58657 -3.53761
N 1.05004 -3.97659 -2.13191
C 1.75650 -5.27690 -1.86192
P 1.08509 -2.74865 -1.08536
O 0.11568 -1.60352 -1.44550
N 2.62845 -2.08550 -0.63802
C 3.18952 -0.95648 -1.43194
C 3.63865 -3.11671 -0.41036
N 0.58641 -3.54934 0.33865
C 0.86929 -2.97768 1.67145
C -0.63518 -4.34256 0.34192
H 2.02051 -3.13775 -3.79531
H 0.26842 -2.85527 -3.71482
H 0.82226 -4.47603 -4.11872
H 2.71858 -5.22229 -2.35656
H 1.17492 -6.11087 -2.21231
H 1.94846 -5.30436 -0.76611
H 2.34598 -0.35512 -1.78840
H 3.80681 -1.32129 -2.25342
H 3.87475 -0.40760 -0.76746
H 3.26967 -3.94568 0.20719
H 4.49980 -2.68911 0.12308
H 4.01651 -3.56786 -1.31476
H 1.74073 -2.33088 1.56013
H 1.08593 -3.78077 2.33689
H 0.00335 -2.37318 2.05077
H -0.82762 -4.61886 -0.68223
H -1.46403 -3.77890 0.70695
H -0.45606 -5.25083 0.90062
*
```

---

Below is a molecular structure, C28H33CoNO2P, with properties calculated with the ωB97M-V functional and the def2-TZVPD basis.

As for the gap between HOMO and LUMO (spin up / spin down): 8.2141 / 8.2642 eV. The expectation value of S² is 3.761.

```
! wB97M-V def2-TZVPD RIJCOSX def2/J DEFGRID3
* xyz 1 4
Co -0.08087 -0.17728 0.45323
C -4.29788 -0.72544 -4.19784
C -3.54521 0.25862 -4.76223
C -2.58673 0.92352 -4.03348
C -2.13064 0.33762 -2.83266
C -2.90823 -0.73715 -2.29547
C -3.96297 -1.26000 -2.98088
P -0.80895 0.90428 -1.67476
C 0.03240 2.24898 -2.64725
C 0.58689 1.97154 -3.90421
C 1.34899 2.91826 -4.52580
C 1.49322 4.20362 -3.91200
C 0.89298 4.48821 -2.72203
C 0.17056 3.47084 -2.05042
C -1.71964 1.69905 -0.35969
C -2.84536 2.46839 -0.53303
C -3.51951 3.02813 0.56129
C -3.12359 2.60170 1.80616
C -2.05495 1.68520 1.96994
C -1.33712 1.22243 0.91998
H -5.26255 -0.92585 -4.65054
H -3.85777 0.60251 -5.77202
H -2.12891 1.79172 -4.39313
H -2.63671 -1.11082 -1.28892
H -4.60073 -2.07559 -2.51096
H 0.42035 0.96466 -4.29177
H 1.75320 2.68109 -5.48912
H 2.06233 4.98407 -4.38626
H 1.01777 5.45977 -2.23499
H -0.34672 3.60642 -1.09397
H -3.17745 2.65410 -1.59547
H -4.34390 3.65547 0.38283
H -3.46304 3.03206 2.75993
H -1.81086 1.40275 2.99520
O -0.49019 -1.18174 2.01047
C 0.27400 -0.98683 3.03548
C 0.41883 -2.01702 4.04260
C 1.84870 -2.56246 4.45029
C 2.82182 -1.61118 5.10227
C 3.07352 -0.27076 4.40270
C 1.73276 0.51632 4.38101
N 0.88275 0.23483 3.24850
H -0.26924 -2.85779 3.71502
H -0.13293 -1.68617 4.91692
H 2.24141 -3.02326 3.47655
H 1.66853 -3.33484 5.17221
H 3.80625 -2.16575 5.33287
H 2.47935 -1.29122 6.15064
H 3.47196 -0.39770 3.37552
H 3.73790 0.30438 5.05871
H 1.91326 1.61240 4.35375
H 1.11531 0.33756 5.30660
H 0.52144 1.01726 2.67869
C 1.78760 -4.02366 -1.20444
C 3.00028 -3.08325 -1.06807
C 2.43129 -1.74442 -0.90030
O 1.09829 -1.88483 -0.36172
C 0.77729 -3.28975 -0.25702
H 1.99324 -5.05775 -0.87421
H 1.46138 -4.10079 -2.27723
H 3.71281 -3.09599 -1.91010
H 3.47904 -3.41561 -0.14611
H 2.30634 -1.20486 -1.89047
H 3.03311 -1.06425 -0.28615
H -0.29440 -3.38512 -0.58419
H 0.86987 -3.53863 0.83959
*
```

---

Below is 7 unconnected molecules or ions with the total composition C28H33F18NO16, with properties calculated with the ωB97M-V functional and the def2-TZVPD basis.

Its SMILES is NC1=C(O)C(=O)OC1=O.CCOC(=O)C(F)(F)F.CCOC(=O)C(F)(F)F.CCOC(=O)C(F)(F)F.CCOC(=O)C(F)(F)F.CCOC(=O)C(F)(F)F.CCOC(=O)C(F)(F)F. As for the gap between HOMO and LUMO: 9.2812 eV.

```
! wB97M-V def2-TZVPD RIJCOSX def2/J DEFGRID3
* xyz 0 1
N -3.40449 -2.27691 3.55625
C -2.77010 -2.75130 4.71859
C -2.74471 -2.18223 5.93466
O -3.21387 -0.98422 6.34217
C -2.31765 -3.23326 6.89587
O -2.59607 -3.32521 8.04977
O -1.89440 -4.36890 6.16416
C -1.85927 -3.92115 4.86044
O -0.96455 -4.18229 4.11028
H -4.33774 -2.02404 3.87044
H -3.55400 -3.10970 2.99102
H -2.44435 -0.41934 6.50724
C -2.97844 2.15174 -0.80558
C -4.47140 2.01640 -0.99516
O -4.87133 0.64211 -0.80485
C -5.07621 0.25951 0.44352
O -4.99241 0.92732 1.42816
C -5.50421 -1.21862 0.45528
F -4.74198 -1.96038 -0.35109
F -6.77103 -1.33816 0.04508
F -5.42447 -1.72795 1.68289
H -2.46458 1.46042 -1.46075
H -2.65046 3.16705 -1.02729
H -2.68981 1.91215 0.21798
H -4.75138 2.26504 -2.01640
H -5.03546 2.66982 -0.33166
C 2.15515 3.51813 8.16321
C 2.39512 2.87216 6.81717
O 1.32653 1.96368 6.46779
C 0.25099 2.51254 5.93334
O 0.06224 3.66793 5.70728
C -0.76264 1.41041 5.57931
F -0.87634 0.50534 6.58735
F -0.37568 0.74710 4.49244
F -1.96435 1.91175 5.35718
H 2.00460 2.75267 8.92600
H 3.00705 4.12043 8.43321
H 1.26604 4.14636 8.14555
H 3.29529 2.26240 6.84082
H 2.52031 3.61541 6.03135
C 0.94650 -3.01368 2.02242
C 1.93283 -2.10621 1.32164
O 1.46170 -1.74954 0.00230
C 0.57982 -0.77037 -0.04144
O 0.13013 -0.15639 0.87863
C 0.19590 -0.48343 -1.50045
F -0.00615 -1.60346 -2.20318
F 1.15596 0.21057 -2.12310
F -0.92593 0.23327 -1.56054
H 0.73416 -3.89622 1.41910
H 1.34331 -3.33545 2.98302
H 0.00206 -2.50164 2.19724
H 2.88448 -2.60842 1.16419
H 2.12735 -1.20615 1.90305
C -0.55655 -0.64706 -5.36730
C -1.31530 -1.95510 -5.36293
O -1.79851 -2.28552 -6.68152
C -0.93153 -2.87412 -7.48647
O 0.20193 -3.15716 -7.24129
C -1.61375 -3.20009 -8.82708
F -2.34984 -2.17799 -9.26699
F -2.42046 -4.25755 -8.69132
F -0.70798 -3.48735 -9.75702
H -1.16896 0.15144 -5.78759
H -0.26983 -0.37373 -4.35631
H 0.34612 -0.71629 -5.97399
H -2.20166 -1.87454 -4.73769
H -0.71111 -2.77121 -4.97041
C 0.16940 -4.31450 -12.64134
C 1.49420 -5.04306 -12.65128
O 1.41891 -6.25715 -13.42649
C 1.56360 -6.12056 -14.73392
O 1.74680 -5.10510 -15.33401
C 1.50552 -7.50494 -15.40599
F 0.51196 -8.24612 -14.91173
F 2.65425 -8.15946 -15.20024
F 1.32373 -7.38379 -16.71397
H -0.62488 -4.97210 -12.28822
H 0.22255 -3.44607 -11.98998
H -0.10072 -3.97986 -13.64277
H 1.76396 -5.35743 -11.64564
H 2.29765 -4.41126 -13.02652
C 6.19301 9.95511 8.67468
C 4.77460 9.59869 8.28887
O 4.49924 8.20565 8.54421
C 4.16700 7.89919 9.78744
O 4.07458 8.64598 10.71283
C 3.85966 6.39384 9.87949
F 4.77348 5.66749 9.22464
F 2.65845 6.13855 9.33851
F 3.84024 5.98531 11.13889
H 6.90179 9.30102 8.16663
H 6.40828 10.98731 8.40220
H 6.34727 9.84120 9.74709
H 4.62297 9.73137 7.22030
H 4.04777 10.22163 8.80735
*
```

---

Below is a molecular structure, C28H33N4NiP2S3, with properties calculated with the ωB97M-V functional and the def2-TZVPD basis.

As for the gap between HOMO and LUMO (spin up / spin down): 5.1128 / 5.2113 eV. The expectation value of S² is 2.046.

```
! wB97M-V def2-TZVPD RIJCOSX def2/J DEFGRID3
* xyz -1 3
Ni 0.80554 -1.26271 0.22940
S 1.44025 -1.36862 2.59744
C 1.64836 -3.03584 2.69348
C 1.94730 -3.55454 4.01432
N 2.17085 -3.93143 5.07829
C 1.56475 -3.96157 1.64228
S 1.15576 -3.59740 0.04781
C 1.86592 -5.34916 1.92000
N 2.09387 -6.46183 2.10451
C -1.91268 -2.00241 2.61880
P -1.39608 -1.47884 0.94937
C -2.03858 0.25581 0.91539
N -3.07696 0.60000 1.62706
C -3.56600 1.85754 1.45930
C -4.68242 2.28298 2.22126
C -5.21535 3.51957 2.01236
C -4.66319 4.38677 1.03366
C -3.58569 3.99975 0.29487
C -3.00913 2.72177 0.50337
N -1.90670 2.36070 -0.20580
C -1.38609 1.18701 0.02724
P 0.22183 0.68416 -0.79420
C -0.28628 0.98616 -2.53252
C 1.39274 2.11939 -0.48228
C 0.81845 3.53196 -0.57513
C 2.47795 1.95845 -1.55556
C 2.00594 1.91204 0.90289
C -2.65795 -2.34559 -0.14858
C -2.49413 -3.85160 0.08189
C -4.11606 -1.96816 0.11438
C -2.31382 -2.00947 -1.59959
H -2.99085 -1.93159 2.75006
H -1.41572 -1.36393 3.34767
H -1.56947 -3.02318 2.78798
H -5.08861 1.59703 2.95315
H -6.06938 3.84546 2.59188
H -5.10192 5.36420 0.87987
H -3.13783 4.64373 -0.45072
H -0.73787 1.97337 -2.63382
H -1.00393 0.22744 -2.84001
H 0.58457 0.90576 -3.17999
H 0.39819 3.74172 -1.56041
H 1.64269 4.23400 -0.41122
H 0.05001 3.73179 0.16795
H 2.14796 2.35714 -2.51596
H 2.76941 0.91700 -1.68766
H 3.37487 2.50687 -1.25756
H 1.25222 1.99479 1.69172
H 2.76042 2.68575 1.07413
H 2.48984 0.93544 0.98658
H -2.79562 -4.13737 1.09064
H -1.46855 -4.18876 -0.07601
H -3.13902 -4.38717 -0.62133
H -4.43409 -2.23466 1.12297
H -4.75002 -2.51938 -0.58762
H -4.30811 -0.90531 -0.02888
H -1.25974 -2.19132 -1.82058
H -2.53398 -0.96108 -1.81865
H -2.92294 -2.62134 -2.27147
S 3.36948 -1.60160 -0.28461
C 4.47656 -0.68008 -1.30257
C 5.35508 0.25679 -0.73870
C 6.22107 1.00051 -1.52574
C 6.24139 0.83955 -2.90655
C 5.38500 -0.09133 -3.48156
C 4.52276 -0.83919 -2.69267
H 5.33734 0.39320 0.33591
H 6.88505 1.71814 -1.05637
H 6.91548 1.42277 -3.52128
H 5.38964 -0.23851 -4.55572
H 3.85624 -1.56155 -3.14857
*
```

---

Below is a molecular structure, C28H34BN4O5Pt, with properties calculated with the ωB97M-V functional and the def2-TZVPD basis.

As for the gap between HOMO and LUMO (spin up / spin down): 5.6180 / 5.6193 eV.

```
! wB97M-V def2-TZVPD RIJCOSX def2/J DEFGRID3
* xyz 1 1
Pt 0.15808 0.24611 0.29070
O -1.08205 2.02259 3.89997
C -1.06982 1.58691 2.78210
N -0.78176 0.29010 2.35023
C -1.40253 -0.74926 2.79296
C -2.00083 -0.91087 4.09656
C -2.48732 -2.11974 4.43524
C -2.48033 -3.25428 3.52889
C -2.02247 -3.14947 2.26800
C -1.54091 -1.86353 1.80486
N -1.36106 -1.52078 0.57347
C -1.30066 -2.46527 -0.48367
O -2.24113 -2.73887 -1.17541
C 0.07875 -3.01232 -0.66809
C 0.23373 -4.26703 -1.22990
C 1.49442 -4.84407 -1.18665
C 2.51715 -4.14397 -0.57740
C 2.26295 -2.86964 -0.08096
N 1.07126 -2.29555 -0.13723
C -1.51003 2.38590 1.56042
C -2.10618 3.61799 1.73923
C -2.69334 4.23189 0.63842
C -2.66207 3.58175 -0.58156
C -2.00156 2.36448 -0.68603
N -1.43844 1.77048 0.35660
H -1.95801 -0.09473 4.80091
H -2.87585 -2.27052 5.43192
H -2.87132 -4.19557 3.88411
H -2.06472 -3.97905 1.57725
H -0.61959 -4.76944 -1.65712
H 1.66519 -5.82953 -1.59557
H 3.50943 -4.56193 -0.49336
H 3.04932 -2.28272 0.36500
H -2.13035 4.04993 2.72877
H -3.17958 5.19168 0.73977
H -3.12440 4.00983 -1.45718
H -1.91990 1.85032 -1.63102
C 4.28021 -0.88377 -1.98224
C 3.43484 0.24701 -1.42424
O 2.88602 -0.02691 -0.13238
C 3.80361 0.25526 0.92236
C 3.08635 0.12848 2.24424
H 4.68273 -0.59963 -2.95304
H 3.69013 -1.78631 -2.11996
H 5.12505 -1.11497 -1.33576
H 2.58369 0.44657 -2.07942
H 4.02736 1.16623 -1.35303
H 4.20948 1.26433 0.78817
H 4.63856 -0.45664 0.86435
H 2.20243 0.77655 2.26886
H 3.74579 0.44636 3.04965
H 2.77722 -0.89602 2.44668
C 3.56819 4.29145 -0.37795
C 2.08797 3.95879 -0.28254
C 1.39236 4.93504 0.65372
O 1.96852 2.64428 0.34262
B 1.04581 1.92222 -0.36527
O 0.61418 2.54188 -1.50580
C 1.37011 3.78674 -1.67267
C 2.30726 3.59378 -2.85334
C 0.36904 4.88055 -2.00219
H 3.99783 4.30340 0.62256
H 3.71664 5.27997 -0.81244
H 4.11731 3.57121 -0.97904
H 1.88425 4.89937 1.62387
H 0.34486 4.67210 0.79751
H 1.44260 5.95736 0.28466
H 2.98615 2.76449 -2.70577
H 2.89779 4.48979 -3.03499
H 1.71760 3.38958 -3.74553
H -0.39477 4.98577 -1.23491
H -0.11946 4.65036 -2.94614
H 0.87473 5.83960 -2.11523
*
```